1.
{
  "formula": "C4H10O2",
  "method": "ωB97M-V with the def2-TZVPD basis set",
  "lumo_energy_ev": 0.96,
  "energy_ev": -8403.3885,
  "multiplicity": 1,
  "e_above_lowest_ev": 2.159,
  "largest_force_ev_per_a": 2.8,
  "homo_lumo_gap_ev": 10.91,
  "elements": ["C", "C", "H", "H", "O", "H", "O", "H", "H", "C", "H", "H", "H", "H", "H", "C"],
  "xyz": [[-1.959, -0.229, 1.444], [0.162, -0.921, 0.231], [-2.799, 0.387, 0.855], [-2.163, -0.132, 2.492], [0.519, 2.038, -0.824], [2.121, 1.063, -1.787], [-0.590, 0.094, 1.014], [-2.115, -1.256, 1.251], [1.984, -1.085, -0.972], [1.103, 0.886, -1.433], [2.046, 0.153, 0.382], [-0.488, -1.093, -0.575], [-0.141, 1.761, -0.170], [0.458, 0.446, -2.170], [0.487, -1.832, 0.668], [1.373, -0.281, -0.407]]
}



2.
{
  "formula": "C4H10O2",
  "method": "ωB97M-V with the def2-TZVPD basis set",
  "lumo_energy_ev": 0.79,
  "energy_ev": -8403.5432,
  "multiplicity": 1,
  "e_above_lowest_ev": 2.004,
  "largest_force_ev_per_a": 3.2,
  "homo_lumo_gap_ev": 10.51,
  "elements": ["O", "H", "C", "H", "H", "C", "O", "H", "H", "H", "H", "C", "H", "C", "H", "H"],
  "xyz": [[-1.551, 1.059, 0.575], [0.288, 0.533, -1.289], [-0.461, 1.593, 1.276], [0.060, -2.585, -1.445], [0.392, 1.671, 0.610], [0.134, -0.380, -1.906], [1.932, -1.912, -1.550], [-0.938, -0.533, -1.785], [-0.495, 2.675, 1.565], [0.016, -0.104, 2.514], [-2.298, 0.879, 1.146], [0.742, -1.726, -1.508], [0.455, 1.362, 3.307], [-0.316, 0.928, 2.683], [0.436, -0.163, -2.939], [-1.365, 0.898, 2.934]]
}



3.
{
  "formula": "C4H10O2",
  "method": "ωB97M-V with the def2-TZVPD basis set",
  "lumo_energy_ev": 0.51,
  "energy_ev": -8402.1439,
  "multiplicity": 1,
  "e_above_lowest_ev": 3.403,
  "largest_force_ev_per_a": 4.1,
  "homo_lumo_gap_ev": 9.11,
  "elements": ["H", "O", "C", "H", "H", "H", "C", "C", "H", "C", "H", "H", "H", "H", "H", "O"],
  "xyz": [[2.036, 0.628, 2.044], [0.952, -1.588, 0.708], [0.538, -0.393, 0.956], [-2.137, 0.247, -0.405], [1.043, 1.719, 1.052], [2.264, 0.679, 0.285], [1.529, 0.743, 1.083], [-1.668, -0.290, -1.231], [0.428, -1.046, -0.462], [-0.162, -0.099, -1.210], [-1.930, -1.345, -1.130], [-0.675, 0.605, 2.075], [0.320, -0.590, -2.067], [-2.110, 0.077, -2.160], [0.129, 0.948, -1.287], [-0.557, -0.297, 1.748]]
}



4.
{
  "formula": "C4H10O2",
  "method": "ωB97M-V with the def2-TZVPD basis set",
  "lumo_energy_ev": 0.59,
  "energy_ev": -8404.3151,
  "multiplicity": 1,
  "e_above_lowest_ev": 1.232,
  "largest_force_ev_per_a": 2.2,
  "homo_lumo_gap_ev": 9.57,
  "elements": ["H", "O", "H", "H", "C", "H", "H", "O", "H", "C", "H", "C", "H", "C", "H", "H"],
  "xyz": [[1.410, 1.067, -1.452], [-0.814, -0.680, 0.287], [2.169, -1.140, -1.138], [-0.651, -1.195, 3.375], [0.259, -0.259, -0.462], [-1.090, -0.382, 2.151], [-1.287, 1.760, -0.116], [-1.117, -0.433, 3.105], [-0.909, 2.176, -1.834], [1.215, -1.412, -0.691], [-1.098, -1.576, 0.065], [-0.516, 2.052, -0.829], [1.348, -1.942, 0.254], [0.562, 1.000, -0.783], [-0.215, 3.064, -0.535], [0.734, -2.100, -1.396]]
}



5.
{
  "formula": "C4H10O2",
  "method": "ωB97M-V with the def2-TZVPD basis set",
  "lumo_energy_ev": -2.97,
  "energy_ev": -8400.1749,
  "multiplicity": 1,
  "e_above_lowest_ev": 5.372,
  "largest_force_ev_per_a": 1.2,
  "homo_lumo_gap_ev": 4.74,
  "elements": ["H", "C", "H", "H", "O", "H", "C", "H", "O", "H", "H", "H", "C", "H", "C", "H"],
  "xyz": [[-2.598, 0.239, -0.334], [3.502, -0.103, 0.138], [-2.912, 1.290, -1.734], [-0.791, -0.611, -0.540], [-2.215, 1.011, -1.135], [4.305, 0.602, 0.031], [-0.197, -0.116, 0.251], [-0.732, -0.388, 1.183], [-2.775, -0.599, 0.593], [-0.288, 0.955, 0.087], [-3.695, -0.805, 0.766], [1.348, -1.606, 0.319], [2.237, 0.325, 0.122], [3.709, -1.161, 0.262], [1.133, -0.549, 0.242], [2.018, 1.382, 0.015]]
}



6.
{
  "formula": "C4H10O2",
  "method": "ωB97M-V with the def2-TZVPD basis set",
  "lumo_energy_ev": 1.02,
  "energy_ev": -8404.2496,
  "multiplicity": 1,
  "e_above_lowest_ev": 1.297,
  "largest_force_ev_per_a": 0.6,
  "homo_lumo_gap_ev": 10.99,
  "elements": ["C", "H", "H", "H", "H", "C", "C", "H", "H", "H", "O", "C", "H", "H", "O", "H"],
  "xyz": [[-1.717, 0.269, -0.042], [-1.855, 0.476, 1.031], [-2.389, -0.543, -0.327], [-0.083, -0.098, -1.371], [1.239, -1.672, 0.462], [0.173, -1.538, 0.230], [-0.248, -0.122, -0.280], [2.140, -0.155, 0.726], [2.367, 1.604, 0.658], [2.182, 0.648, -0.856], [-2.122, 1.383, -0.815], [1.864, 0.757, 0.193], [-0.353, -1.858, 1.136], [-0.009, -2.270, -0.562], [0.481, 0.951, 0.299], [-1.667, 2.167, -0.482]]
}



7.
{
  "formula": "C4H10O2",
  "method": "ωB97M-V with the def2-TZVPD basis set",
  "lumo_energy_ev": 1.12,
  "energy_ev": -8403.4472,
  "multiplicity": 1,
  "e_above_lowest_ev": 2.100,
  "largest_force_ev_per_a": 0.4,
  "homo_lumo_gap_ev": 11.12,
  "elements": ["C", "C", "H", "H", "C", "H", "H", "O", "H", "H", "C", "H", "H", "H", "O", "H"],
  "xyz": [[1.410, -1.869, 1.010], [-0.017, -1.346, 0.984], [1.445, -2.961, 0.928], [-0.501, -1.616, 0.031], [-0.604, 2.399, -1.052], [1.997, -1.451, 0.184], [1.897, -1.571, 1.943], [0.229, 1.262, -1.247], [-0.675, 2.768, -0.031], [-1.529, 0.890, -2.395], [-1.191, 1.106, -1.385], [0.352, 0.470, 0.445], [-0.476, 3.166, -1.810], [-0.612, -1.810, 1.777], [-0.082, 0.047, 1.208], [-1.643, 0.516, -0.591]]
}



8.
{
  "formula": "C4H10O2",
  "method": "ωB97M-V with the def2-TZVPD basis set",
  "lumo_energy_ev": 0.85,
  "energy_ev": -8403.4374,
  "multiplicity": 1,
  "e_above_lowest_ev": 2.110,
  "largest_force_ev_per_a": 1.8,
  "homo_lumo_gap_ev": 10.36,
  "elements": ["C", "H", "O", "C", "H", "H", "H", "O", "C", "H", "H", "H", "C", "H", "H", "H"],
  "xyz": [[-1.830, 0.017, 0.345], [-0.087, 0.920, 1.363], [0.111, -1.030, 1.451], [0.313, 0.812, -0.746], [2.166, 0.259, -1.778], [-1.948, -0.752, -0.431], [0.336, 1.925, -0.700], [1.436, -1.208, -0.547], [1.674, 0.151, -0.802], [1.113, -1.292, 0.421], [-2.327, 0.922, -0.016], [-0.252, 0.576, -1.664], [-0.372, 0.251, 0.566], [-0.394, -1.861, 1.313], [-2.272, -0.319, 1.280], [2.333, 0.628, -0.055]]
}



9.
{
  "formula": "C4H10O2",
  "method": "ωB97M-V with the def2-TZVPD basis set",
  "lumo_energy_ev": 0.03,
  "energy_ev": -8396.1562,
  "multiplicity": 1,
  "e_above_lowest_ev": 9.391,
  "largest_force_ev_per_a": 5.4,
  "homo_lumo_gap_ev": 9.24,
  "elements": ["H", "C", "C", "C", "H", "H", "H", "H", "H", "H", "O", "H", "H", "O", "H", "C"],
  "xyz": [[-0.671, 1.956, -0.368], [0.244, -0.580, 0.678], [-1.460, 1.251, 0.030], [2.322, -0.197, -0.509], [3.403, -1.088, 0.018], [-1.481, 1.420, 1.044], [2.815, 1.383, -0.669], [-2.454, 1.611, -0.539], [1.661, -0.986, -1.633], [0.110, -0.399, 1.803], [-2.062, -1.151, -0.172], [-2.714, -1.346, 0.688], [-0.398, -0.285, -0.995], [1.535, 0.070, 0.675], [0.165, -1.589, 0.071], [-1.017, -0.071, -0.122]]
}



10.
{
  "formula": "C4H10O2",
  "method": "ωB97M-V with the def2-TZVPD basis set",
  "lumo_energy_ev": 0.99,
  "energy_ev": -8404.2450,
  "multiplicity": 1,
  "e_above_lowest_ev": 1.302,
  "largest_force_ev_per_a": 0.4,
  "homo_lumo_gap_ev": 11.15,
  "elements": ["H", "C", "H", "O", "H", "O", "H", "C", "H", "H", "H", "C", "H", "C", "H", "H"],
  "xyz": [[0.536, 1.059, -1.304], [0.501, 1.311, -0.231], [1.974, -1.584, 0.262], [0.223, -0.757, 0.974], [-1.460, -0.623, -1.143], [1.777, 1.175, 0.349], [0.485, -2.509, -0.082], [-0.489, 0.393, 0.510], [-2.415, -0.555, 0.351], [-0.799, 0.900, 1.434], [1.661, 0.481, 1.021], [-1.726, 0.007, -0.287], [-2.250, 0.892, -0.665], [0.917, -1.508, -0.021], [0.884, -1.041, -1.011], [0.182, 2.358, -0.158]]
}



11.
{
  "formula": "C4H10O2",
  "method": "ωB97M-V with the def2-TZVPD basis set",
  "lumo_energy_ev": [0.60, 0.60],
  "energy_ev": -8399.5989,
  "multiplicity": 1,
  "e_above_lowest_ev": 5.948,
  "largest_force_ev_per_a": 0.4,
  "homo_lumo_gap_ev": [8.36, 8.36],
  "elements": ["H", "C", "O", "H", "O", "H", "H", "H", "H", "H", "C", "C", "H", "C", "H", "H"],
  "xyz": [[-0.490, 0.976, -1.194], [1.154, -1.025, -0.997], [-1.158, -0.372, 0.257], [0.932, 0.643, 0.334], [2.245, -0.396, -0.689], [1.061, -1.276, -2.048], [3.183, 0.748, 0.690], [2.078, -0.557, 1.362], [-2.604, 0.836, 1.136], [-3.078, -0.831, 0.702], [-0.306, 0.676, -0.152], [2.276, 0.160, 0.561], [-0.518, 1.569, 0.465], [-2.494, 0.038, 0.385], [-2.900, 0.411, -0.569], [0.619, -1.599, -0.244]]
}



12.
{
  "formula": "C4H10O2",
  "method": "ωB97M-V with the def2-TZVPD basis set",
  "lumo_energy_ev": 0.79,
  "energy_ev": -8404.7788,
  "multiplicity": 1,
  "e_above_lowest_ev": 0.768,
  "largest_force_ev_per_a": 0.4,
  "homo_lumo_gap_ev": 10.94,
  "elements": ["H", "O", "C", "H", "H", "H", "C", "C", "C", "H", "H", "H", "H", "H", "H", "O"],
  "xyz": [[-0.108, -3.068, 1.461], [-0.637, -2.326, 1.144], [0.521, 1.011, -0.059], [1.090, 2.169, -1.817], [-0.261, 1.055, -2.053], [1.170, -1.425, 0.650], [0.189, 1.758, -1.352], [0.199, -1.180, 1.104], [-0.471, -0.122, 0.235], [-0.518, 2.577, -1.188], [-1.374, -1.512, -0.694], [0.541, 1.690, 0.804], [0.370, -0.777, 2.112], [1.530, 0.585, -0.137], [-1.350, 0.285, 0.762], [-0.891, -0.721, -0.973]]
}



13.
{
  "formula": "C4H10O2",
  "method": "ωB97M-V with the def2-TZVPD basis set",
  "lumo_energy_ev": [-6.78, -9.07],
  "energy_ev": -8392.0440,
  "multiplicity": 2,
  "e_above_lowest_ev": 4.868,
  "largest_force_ev_per_a": 4.1,
  "total_charge": 1,
  "homo_lumo_gap_ev": [7.56, 5.26],
  "elements": ["O", "C", "H", "O", "C", "H", "H", "C", "H", "H", "H", "C", "H", "H", "H", "H"],
  "xyz": [[2.501, -1.131, -1.002], [0.605, -0.385, 0.086], [0.219, -1.366, -0.169], [-2.177, -0.675, 1.269], [1.693, -0.156, -0.989], [2.103, 0.851, -1.147], [-1.903, -1.450, 0.800], [-0.487, 0.702, 0.194], [-2.013, 1.261, 1.582], [1.200, -0.400, 0.997], [-0.198, 1.753, 0.117], [-1.315, 0.423, 1.482], [0.631, -0.114, -2.788], [-0.679, 0.273, 2.342], [0.983, -0.324, -2.115], [-1.165, 0.739, -0.660]]
}



14.
{
  "formula": "C4H10O2S",
  "method": "ωB97M-V with the def2-TZVPD basis set",
  "lumo_energy_ev": 0.68,
  "energy_ev": -19237.9803,
  "multiplicity": 1,
  "e_above_lowest_ev": 3.011,
  "largest_force_ev_per_a": 4.1,
  "homo_lumo_gap_ev": 9.49,
  "elements": ["C", "C", "C", "H", "C", "S", "H", "H", "H", "H", "H", "H", "O", "H", "H", "O", "H"],
  "xyz": [[-2.596, -0.326, 0.205], [1.892, 0.042, -0.986], [-2.701, 0.965, 0.485], [1.510, -2.086, -0.706], [2.319, -1.393, -0.614], [0.863, 0.663, 0.353], [2.209, 0.548, 1.956], [-4.543, 1.031, 0.269], [-1.691, -0.767, 0.141], [-2.011, 1.702, 0.694], [1.264, 0.206, -1.897], [3.027, -1.754, -1.383], [2.152, 1.201, 1.340], [-3.466, -0.881, 0.184], [2.829, -1.347, 0.301], [-3.880, 1.632, 0.572], [2.822, 0.565, -0.914]]
}



15.
{
  "formula": "C4H10O2S2",
  "method": "ωB97M-V with the def2-TZVPD basis set",
  "lumo_energy_ev": 0.60,
  "energy_ev": -30073.9604,
  "multiplicity": 1,
  "e_above_lowest_ev": 2.267,
  "largest_force_ev_per_a": 5.5,
  "homo_lumo_gap_ev": 9.75,
  "elements": ["S", "H", "H", "C", "H", "H", "O", "H", "C", "S", "C", "H", "C", "H", "H", "H", "H", "O"],
  "xyz": [[0.879, 1.924, -0.145], [1.200, 1.599, 1.132], [-2.239, 0.893, 1.838], [0.223, 0.264, -0.559], [0.375, -1.659, -0.085], [2.574, -1.501, -1.037], [-1.574, 0.267, 1.462], [0.722, -0.650, 1.312], [-1.509, 0.309, 0.061], [-2.352, -1.248, -0.543], [0.964, -0.815, 0.149], [2.575, 0.161, -0.516], [2.388, -0.904, -0.229], [3.014, -1.270, 0.546], [-3.670, -0.950, -0.413], [0.064, 0.246, -1.584], [-1.538, 1.878, -1.015], [-2.096, 1.455, -0.374]]
}



16.
{
  "formula": "C4H10O3",
  "method": "ωB97M-V with the def2-TZVPD basis set",
  "lumo_energy_ev": 0.96,
  "energy_ev": -10451.1114,
  "multiplicity": 1,
  "e_above_lowest_ev": 2.132,
  "largest_force_ev_per_a": 3.6,
  "homo_lumo_gap_ev": 10.80,
  "elements": ["H", "H", "H", "H", "H", "C", "O", "H", "H", "H", "C", "C", "H", "C", "O", "O", "H"],
  "xyz": [[3.586, -0.472, -0.271], [-0.080, 1.681, -1.346], [-0.363, -0.765, -1.786], [0.315, 0.281, 1.052], [-0.535, -1.655, -0.199], [0.319, 0.327, -0.044], [0.149, 1.636, -0.408], [2.934, 1.140, 0.168], [-2.619, -1.262, 0.939], [-3.572, 0.178, 0.490], [2.744, 0.062, 0.172], [-0.565, -0.693, -0.718], [-2.045, 0.371, 1.374], [-2.564, -0.218, 0.608], [1.605, -0.241, -0.600], [-1.931, -0.109, -0.644], [2.622, -0.261, 1.215]]
}



17.
{
  "formula": "C4H10O3",
  "method": "ωB97M-V with the def2-TZVPD basis set",
  "lumo_energy_ev": 0.47,
  "energy_ev": -10450.5452,
  "multiplicity": 1,
  "e_above_lowest_ev": 2.698,
  "largest_force_ev_per_a": 2.5,
  "homo_lumo_gap_ev": 8.47,
  "elements": ["C", "H", "H", "C", "O", "H", "H", "O", "H", "O", "H", "C", "H", "H", "H", "C", "H"],
  "xyz": [[0.352, 1.056, 0.141], [1.533, -1.644, -1.660], [0.704, 3.031, -0.605], [1.286, -0.914, -0.904], [-2.489, -3.711, -3.660], [-3.304, -4.071, -3.996], [-1.813, -4.137, -4.189], [0.121, 0.325, 1.267], [0.270, 2.161, 4.239], [0.460, 1.310, 3.806], [1.161, 0.990, 4.387], [0.566, 0.206, -1.053], [0.236, 0.867, 2.048], [0.483, 0.846, -1.923], [-0.299, 2.896, 0.913], [0.267, 2.391, 0.139], [1.852, -1.059, 0.006]]
}



18.
{
  "formula": "C4H10O3",
  "method": "ωB97M-V with the def2-TZVPD basis set",
  "lumo_energy_ev": 0.60,
  "energy_ev": -10451.7421,
  "multiplicity": 1,
  "e_above_lowest_ev": 1.502,
  "largest_force_ev_per_a": 0.4,
  "homo_lumo_gap_ev": 10.32,
  "elements": ["H", "O", "C", "O", "C", "H", "H", "H", "H", "C", "C", "O", "H", "H", "H", "H", "H"],
  "xyz": [[-3.669, 0.509, 0.075], [1.386, -2.667, -0.157], [0.662, -0.459, -0.612], [1.486, 2.622, -1.241], [0.626, -1.610, 0.384], [-4.642, 1.577, 0.551], [1.252, -3.484, 0.329], [2.540, 1.644, 0.132], [1.641, -0.495, -1.098], [0.419, 0.923, 0.035], [1.569, 1.795, -0.369], [-3.739, 1.253, 0.682], [1.047, -1.277, 1.344], [-0.410, -1.908, 0.571], [0.350, 0.775, 1.112], [-0.048, -0.633, -1.413], [-0.471, 1.434, -0.326]]
}



19.
{
  "formula": "C4H10O3",
  "method": "ωB97M-V with the def2-TZVPD basis set",
  "lumo_energy_ev": 0.46,
  "energy_ev": -10450.1355,
  "multiplicity": 1,
  "e_above_lowest_ev": 3.108,
  "largest_force_ev_per_a": 4.5,
  "homo_lumo_gap_ev": 10.63,
  "elements": ["O", "H", "H", "H", "H", "H", "H", "H", "C", "H", "H", "H", "O", "C", "O", "C", "C"],
  "xyz": [[-1.286, -1.483, 2.075], [-0.690, 1.058, 1.208], [-0.597, -0.385, -2.391], [-1.129, -1.191, -0.452], [2.985, -0.569, 0.882], [2.594, 0.165, -0.409], [0.640, -0.817, 2.506], [-2.140, 0.440, -2.227], [-0.130, 0.250, 0.850], [-0.698, 2.062, -2.805], [-2.080, 0.109, 0.046], [0.953, 0.554, 0.713], [-0.204, 1.602, -2.121], [-1.158, -0.119, -0.354], [3.453, -0.139, 0.068], [-1.033, 0.474, -1.840], [-0.270, -0.815, 1.802]]
}



20.
{
  "formula": "C4H10O3Rh",
  "method": "ωB97M-V with the def2-TZVPD basis set",
  "lumo_energy_ev": [-5.89, -6.55],
  "energy_ev": -13441.9183,
  "multiplicity": 5,
  "e_above_lowest_ev": 3.863,
  "largest_force_ev_per_a": 3.0,
  "total_charge": 1,
  "homo_lumo_gap_ev": [6.69, 7.35],
  "elements": ["C", "H", "H", "H", "O", "H", "H", "O", "H", "C", "H", "H", "H", "C", "C", "O", "H", "Rh"],
  "xyz": [[0.042, 1.995, 1.321], [0.916, 1.973, -1.872], [-0.398, -0.070, -1.586], [-1.885, -2.727, 0.241], [-0.601, -1.338, 2.309], [-0.948, 2.288, 1.712], [1.897, 1.606, -0.438], [0.703, -0.831, -0.012], [-0.385, -2.102, 2.847], [0.616, -0.003, -1.142], [-0.900, -3.123, 1.188], [1.328, -0.353, -1.915], [-1.662, -1.321, 0.235], [0.893, 1.476, -0.888], [-1.113, -2.131, 0.751], [-0.085, 2.132, -0.124], [0.727, 2.801, 1.663], [0.609, 0.006, 1.708]]
}